1.
{
  "formula": "C10H31O7V2",
  "method": "the ωB97M-V functional and the def2-TZVPD basis",
  "elements": ["V", "V", "C", "O", "H", "H", "H", "C", "O", "H", "H", "H", "O", "H", "C", "C", "O", "H", "H", "H", "H", "H", "H", "C", "C", "O", "H", "H", "H", "H", "H", "H", "C", "C", "O", "H", "H", "H", "H", "H", "H", "C", "C", "O", "H", "H", "H", "H", "H", "H"],
  "coordinates": [[1.563417, 0.670832, 2.083860], [1.949462, -1.402282, -0.583953], [-0.752485, -1.913182, -2.352261], [0.637968, -2.200021, -2.241552], [-1.166280, -2.640466, -3.050796], [-1.305926, -1.988885, -1.416274], [-0.918264, -0.936641, -2.807211], [4.569896, -0.883114, 1.747252], [3.326440, -0.543626, 1.110965], [5.362408, -0.856970, 0.999371], [4.875100, -0.160960, 2.504511], [4.570846, -1.866190, 2.218055], [0.619728, 0.122020, 0.249437], [-0.343304, 0.155692, 0.088313], [-3.683357, -0.240380, 0.334673], [-4.364950, -1.586412, 0.119884], [-5.684795, -1.515070, 0.621570], [-3.856481, 0.359852, -0.558556], [-2.600637, -0.319433, 0.236841], [-3.873728, 0.321885, 1.248854], [-3.671386, -2.325707, 0.520528], [-4.432002, -1.875336, -0.928979], [-5.945837, -2.399427, 0.888731], [2.509792, 5.079961, 0.762668], [3.114779, 3.635245, 0.930187], [2.177725, 2.606455, 0.806854], [1.955522, 5.251594, -0.160054], [3.269083, 5.858501, 0.836448], [1.786383, 5.289719, 1.550572], [3.531798, 3.507005, 1.929064], [3.883540, 3.547493, 0.162458], [1.637177, 2.842714, 0.049502], [-1.697868, 1.898818, -2.200209], [-0.216049, 2.028332, -2.511250], [0.435717, 2.298857, -1.278243], [-2.299972, 1.833048, -3.106441], [-2.089212, 2.817418, -1.763044], [-1.925048, 1.067921, -1.532297], [0.008108, 2.835269, -3.208899], [0.160533, 1.188708, -3.095475], [0.334087, 1.516456, -0.731325], [-1.039867, -3.472330, 1.393463], [0.409750, -3.817205, 1.079468], [1.161595, -2.633018, 1.048931], [-1.187556, -3.115208, 2.412647], [-1.670260, -4.321826, 1.130681], [-1.393811, -2.720777, 0.687779], [0.505667, -4.255484, 0.086085], [0.798272, -4.536317, 1.800603], [0.964286, -2.207527, 1.886564]],
  "forces_ev_per_angstrom": [[1.854, -0.085, -3.852], [-2.017, -0.399, -0.544], [1.474, -0.479, -0.601], [1.078, 1.225, 2.300], [-0.339, -0.118, 0.012], [-0.164, 0.064, 0.342], [-0.169, 0.323, 0.101], [-0.286, 0.248, -0.588], [-2.065, 0.636, 0.924], [0.035, -0.135, -0.098], [-0.225, 0.205, 0.132], [-0.214, -0.140, -0.058], [0.271, -0.023, 1.539], [0.556, -0.610, 0.259], [0.549, 0.431, -1.557], [0.489, 0.402, -0.067], [0.334, -0.387, 0.560], [-0.632, 0.564, 0.341], [0.359, -0.544, 0.339], [-0.474, -0.362, -0.067], [-0.643, -0.556, 0.818], [0.243, 0.446, -0.334], [-0.244, -0.039, -0.002], [-0.264, -0.778, 0.732], [0.675, 2.371, 0.159], [-1.030, -1.287, 0.974], [0.253, -0.404, -0.283], [0.213, -0.269, -0.053], [0.008, -0.097, 0.201], [0.362, 0.315, -0.150], [0.185, -0.386, 0.149], [-0.795, -0.474, -0.840], [-0.367, 0.670, -0.817], [-0.779, 0.537, -0.382], [0.729, 0.417, -0.376], [0.066, -0.569, -0.141], [0.311, 0.050, 0.397], [0.071, -0.100, -0.142], [-0.282, 0.482, 0.379], [0.247, -0.661, 0.672], [0.352, -0.269, 0.062], [-0.006, -0.274, -1.027], [-1.382, -1.109, -0.524], [1.134, 0.820, 0.203], [-0.097, -0.232, 0.081], [-0.058, -0.202, 0.648], [0.209, 0.332, 0.075], [-0.115, 0.037, 0.018], [0.265, 0.134, 0.094], [0.327, 0.281, -0.007]],
  "homo_energy_ev": [-10.59, -10.85],
  "max_force_ev_per_a": 4.28,
  "spin_multiplicity": 7,
  "s2": 12.02,
  "e_above_lowest_kcal_mol": 40.2,
  "lumo_ha": [-0.193, -0.192],
  "mol_weight_da": 365.24,
  "orbital_gap_ev": [5.4, 5.6],
  "charge": 1,
  "e_tot_ev": -76570.7865
}

=====

2.
{
  "formula": "C10H32BF3NO6S",
  "method": "the ωB97M-V functional and the def2-TZVPD basis",
  "elements": ["N", "H", "H", "H", "H", "B", "H", "H", "H", "H", "C", "F", "F", "F", "S", "O", "O", "O", "C", "C", "C", "O", "H", "H", "H", "H", "H", "H", "H", "H", "C", "C", "C", "O", "H", "H", "H", "H", "H", "H", "H", "H", "C", "C", "C", "O", "H", "H", "H", "H", "H", "H", "H", "H"],
  "coordinates": [[-1.833343, -0.055169, 1.553802], [-0.885544, -0.381918, 1.676297], [-1.870907, 0.507762, 0.716064], [-2.086672, 0.612848, 2.267724], [-2.398614, -0.877737, 1.399012], [-2.867467, 3.463320, 3.890018], [-3.276190, 4.156636, 4.608684], [-3.655155, 3.158359, 3.218603], [-2.167730, 3.998562, 3.267034], [-2.432967, 2.624371, 4.411178], [-0.580353, 5.039771, -3.325908], [-0.780984, 6.284568, -3.543291], [-0.090850, 4.473466, -4.469415], [0.286996, 4.862431, -2.306822], [-2.228454, 4.222101, -2.842782], [-3.087535, 4.213229, -4.062692], [-1.949397, 2.865543, -2.404845], [-2.773261, 5.029217, -1.763944], [4.864896, 0.460894, 4.356995], [3.500545, 0.886488, 3.726525], [3.547573, 2.288900, 3.130929], [2.992927, -0.147285, 2.925816], [4.767826, -0.441460, 4.960681], [5.255817, 1.263564, 4.982296], [5.636102, 0.270884, 3.610516], [2.689288, 0.979542, 4.448534], [4.327983, 2.414653, 2.380433], [3.799273, 2.999083, 3.918581], [2.607361, 2.545538, 2.642817], [3.559427, -0.263598, 2.159565], [-4.772496, -3.460058, -1.541901], [-4.778050, -4.479225, -0.366192], [-3.839453, -5.669916, -0.615920], [-4.459466, -3.786957, 0.768570], [-5.598072, -2.748360, -1.538792], [-4.771191, -3.917555, -2.531242], [-3.832356, -2.908712, -1.525758], [-5.809105, -4.822602, -0.281980], [-4.216084, -6.449596, -1.278021], [-3.592896, -6.129834, 0.341046], [-2.874061, -5.336488, -0.996602], [-4.790887, -4.380762, 1.446164], [3.557428, -0.065179, -3.930722], [3.146080, -0.837286, -2.669309], [2.818666, -2.275713, -2.961319], [4.282997, -0.899784, -1.756575], [3.805349, 0.965443, -3.676858], [2.835685, -0.157569, -4.742302], [4.488529, -0.477220, -4.319791], [2.393853, -0.366041, -2.036722], [2.018873, -2.293839, -3.701666], [2.434517, -2.779851, -2.074543], [3.659717, -2.856467, -3.340068], [5.021834, -1.320992, -2.201901]],
  "forces_ev_per_angstrom": [[0.611, 0.115, -0.926], [0.554, 0.185, 0.242], [0.080, 0.355, -0.856], [-0.665, 0.236, 1.270], [-0.819, -0.035, 0.475], [0.129, -0.071, -0.293], [-1.661, 2.636, 2.964], [-3.408, -1.540, -2.678], [3.134, 1.989, -2.334], [2.013, -3.712, 2.139], [-1.414, -3.140, 0.421], [0.212, 2.276, -0.330], [0.231, 0.319, 0.841], [0.231, 0.247, -0.692], [-3.395, -0.833, -0.776], [1.965, 0.633, 1.174], [1.268, -0.255, -0.085], [0.964, 0.502, -0.539], [-0.761, 0.458, 0.042], [0.438, 0.352, 1.104], [0.455, -0.256, -0.695], [-0.210, -0.304, -0.960], [-0.129, 0.033, -0.014], [-0.064, 0.005, 0.143], [-0.168, 0.011, -0.342], [0.426, -0.196, 0.733], [0.171, -0.195, -0.180], [-0.314, 0.029, 0.052], [-0.071, 0.083, 0.266], [0.140, -0.031, -0.216], [0.472, -0.411, -0.032], [-0.712, -0.138, -3.459], [0.337, 0.235, 0.395], [0.432, 0.475, 1.774], [0.027, -0.072, 0.378], [-0.180, -0.412, 0.104], [0.055, 0.182, 0.228], [-0.187, -0.382, -0.017], [-0.229, 0.223, -0.045], [-0.190, -0.209, 0.130], [-0.007, 0.180, -0.200], [0.256, 0.411, 0.763], [0.028, -0.053, 0.516], [2.043, -0.618, 0.331], [-1.329, -0.185, -0.287], [-0.266, 0.693, 0.296], [-0.406, 0.090, -0.161], [-0.184, 0.336, 0.183], [0.103, -0.332, 0.054], [-0.210, 0.163, -0.518], [-0.065, -0.280, -0.182], [0.125, 0.015, 0.082], [0.149, 0.234, -0.084], [-0.005, -0.042, -0.198]],
  "homo_energy_ev": -5.17,
  "max_force_ev_per_a": 4.73,
  "e_above_lowest_kcal_mol": 67.8,
  "lumo_ha": 0.031,
  "mol_weight_da": 362.24,
  "orbital_gap_ev": 6.0,
  "charge": -1,
  "e_tot_ev": -44324.5443
}

=====

3.
{
  "formula": "C10H32GaN5O10P3S",
  "method": "the ωB97M-V functional and the def2-TZVPD basis",
  "elements": ["Ga", "C", "C", "O", "P", "O", "O", "O", "P", "O", "O", "O", "H", "H", "H", "H", "H", "H", "H", "N", "N", "C", "N", "S", "H", "H", "H", "H", "H", "C", "O", "P", "O", "C", "O", "C", "H", "H", "H", "H", "H", "H", "H", "H", "H", "N", "C", "C", "N", "C", "C", "H", "H", "H", "H", "H", "H", "H", "H", "H", "H", "H"],
  "coordinates": [[-0.182700, 0.087400, 0.091000], [3.153400, -0.447600, 2.796100], [2.499000, 0.839200, 2.351300], [2.952400, 2.011300, 3.004200], [0.743600, 0.922100, 2.823600], [0.625100, 0.575100, 4.339100], [0.280600, 2.403700, 2.598700], [-0.164300, -0.006700, 2.056100], [2.531700, 1.072900, 0.518700], [4.024600, 0.781300, 0.122000], [2.042000, 2.395600, 0.080600], [1.692800, -0.106100, -0.055900], [3.095800, -0.542800, 3.879000], [4.195200, -0.485100, 2.479200], [2.627600, -1.286000, 2.342400], [3.893800, 1.954700, 3.227600], [0.588400, 1.271500, 5.000400], [0.915800, 3.053700, 2.932300], [4.453200, 1.495600, -0.352900], [-0.088300, -0.258000, -2.342700], [-1.369000, -0.101000, -2.875000], [-2.467100, -0.126600, -2.101300], [-3.647900, 0.066800, -2.659500], [-2.407300, -0.516700, -0.439100], [0.486500, 0.570600, -2.515000], [0.383300, -1.063700, -2.758600], [-1.451900, 0.215000, -3.839700], [-3.775000, 0.227600, -3.650000], [-4.479500, -0.002900, -2.089100], [0.460900, 4.895800, 0.969500], [-0.099700, 4.068100, -0.039300], [-0.414700, 2.534200, -0.168000], [-0.518300, 2.458600, -1.787500], [0.230200, 3.304800, -2.676800], [-1.945300, 2.392000, 0.307100], [-2.933200, 3.436800, 0.268000], [0.378000, 5.911100, 0.577400], [1.512300, 4.645000, 1.108800], [-0.098500, 4.825000, 1.902700], [1.296100, 3.116700, -2.563700], [0.033500, 4.353700, -2.480200], [-0.094900, 3.065900, -3.687200], [-3.684800, 3.190600, 1.017700], [-3.389600, 3.474100, -0.720600], [-2.491800, 4.407800, 0.490000], [0.257900, -5.405900, 0.107900], [-0.844800, -4.764700, 0.871800], [-1.121300, -3.365800, 0.309500], [0.063100, -2.506200, 0.305800], [1.146100, -3.165700, -0.420000], [1.473500, -4.551400, 0.145900], [-0.031900, -5.542200, -0.870500], [0.463000, -6.336100, 0.496700], [-0.547300, -4.702400, 1.921000], [-1.742200, -5.382700, 0.805000], [-1.898300, -2.892400, 0.911100], [-1.494200, -3.435900, -0.716000], [0.351000, -2.354000, 1.273600], [2.033500, -2.532300, -0.383800], [0.848300, -3.266100, -1.467200], [1.802100, -4.477900, 1.184100], [2.267200, -5.017500, -0.439300]],
  "forces_ev_per_angstrom": [[-0.362, -0.343, -0.490], [-0.019, -0.158, 0.115], [-0.527, 0.330, -0.379], [0.408, 0.191, 0.116], [-0.381, -0.256, 0.975], [0.105, -0.398, -0.339], [-0.113, 0.007, 0.115], [0.090, -0.125, -0.400], [0.442, -0.283, -0.609], [-0.090, -0.409, 0.331], [0.088, 0.458, 0.098], [0.020, -0.147, 0.231], [0.034, -0.029, 0.040], [0.009, 0.046, -0.011], [0.065, -0.157, -0.007], [-0.101, -0.015, -0.022], [-0.009, 0.218, 0.247], [0.215, 0.252, -0.043], [0.301, 0.341, -0.246], [0.257, 0.116, 0.324], [-0.075, 0.199, -0.488], [0.380, -0.284, 0.010], [-0.024, 0.035, -0.026], [0.158, 0.141, 0.280], [-0.344, -0.055, -0.077], [-0.266, 0.133, 0.140], [0.066, -0.087, 0.264], [0.032, -0.039, 0.046], [0.057, 0.090, -0.066], [0.311, 0.502, 0.237], [0.040, -0.690, -0.014], [-1.718, -0.262, -0.979], [0.129, 0.009, 0.441], [0.148, 0.281, -0.248], [0.745, 0.392, 0.127], [-0.320, 0.236, -0.018], [0.061, -0.126, 0.167], [-0.046, -0.014, 0.004], [-0.054, 0.011, -0.089], [0.067, -0.009, -0.017], [-0.064, 0.013, 0.010], [0.013, -0.015, 0.017], [0.099, 0.031, -0.108], [0.005, -0.024, 0.013], [-0.019, -0.093, 0.031], [0.030, -0.455, -0.064], [-0.800, 0.480, 0.200], [-0.041, -0.106, 0.202], [0.066, 0.213, 0.276], [0.195, -0.058, 0.200], [0.697, 0.576, -0.310], [0.058, -0.108, 0.247], [-0.056, 0.149, -0.167], [0.104, -0.131, -0.106], [0.148, -0.045, -0.022], [-0.021, -0.204, -0.063], [-0.059, 0.009, 0.039], [0.030, -0.001, -0.081], [0.002, -0.135, -0.040], [0.004, 0.029, -0.051], [-0.075, -0.115, -0.027], [-0.097, -0.114, 0.065]],
  "homo_energy_ev": -17.35,
  "max_force_ev_per_a": 1.99,
  "lumo_ha": -0.280,
  "mol_weight_da": 577.10,
  "orbital_gap_ev": 9.7,
  "charge": 3,
  "e_tot_ev": -129876.6696
}